{
  "formula": "C19H41AgF6N2O7",
  "method": "the ωB97M-V functional and the def2-TZVPD basis",
  "energy_ha": -2130.784270,
  "e_homo_ev": -0.99,
  "lumo_energy_ev": 4.34,
  "spin_multiplicity": 1,
  "charge": -2,
  "orbital_gap_ev": 5.334,
  "symbols": ["Ag", "C", "O", "O", "C", "F", "F", "F", "C", "C", "H", "H", "H", "H", "H", "H", "C", "O", "O", "C", "F", "F", "F", "C", "C", "H", "H", "H", "H", "H", "H", "C", "C", "C", "O", "H", "H", "H", "H", "H", "H", "H", "C", "C", "C", "O", "C", "N", "H", "H", "H", "H", "H", "H", "H", "H", "H", "H", "H", "C", "C", "C", "O", "C", "N", "H", "H", "H", "H", "H", "H", "H", "H", "H", "H", "H"],
  "positions_angstrom": [[0.752, 0.589, -0.233], [-1.998, 2.285, 1.316], [-2.888, 3.388, 1.049], [-1.412, 1.957, 0.176], [-1.132, 2.619, 2.577], [-0.217, 1.666, 2.807], [-0.450, 3.794, 2.437], [-1.873, 2.790, 3.716], [-3.880, 3.708, 1.988], [-4.983, 4.418, 1.223], [-5.877, 4.594, 1.830], [-4.631, 5.400, 0.906], [-5.231, 3.819, 0.346], [-3.485, 4.438, 2.711], [-4.310, 2.878, 2.563], [-2.647, 1.441, 1.658], [2.818, 2.961, -0.100], [3.045, 1.530, 0.041], [1.638, 3.054, -0.696], [3.183, 3.567, 1.278], [3.162, 4.915, 1.248], [2.314, 3.158, 2.264], [4.414, 3.170, 1.704], [4.151, 0.968, -0.614], [4.097, -0.562, -0.453], [5.090, -0.933, -0.723], [3.974, -0.792, 0.607], [3.263, -0.990, -1.002], [5.116, 1.255, -0.176], [4.167, 1.184, -1.687], [3.612, 3.368, -0.765], [1.053, -0.820, -3.849], [0.165, 0.459, -3.918], [-1.088, 0.074, -4.727], [-0.160, 0.967, -2.698], [1.958, -0.648, -3.258], [1.400, -1.086, -4.863], [0.581, -1.748, -3.503], [0.796, 1.175, -4.480], [-1.584, -0.804, -4.301], [-0.864, -0.204, -5.766], [-1.772, 0.921, -4.642], [-0.412, -1.092, 2.792], [1.048, -0.916, 2.416], [1.935, -1.704, 3.390], [1.763, -1.306, 4.720], [2.315, -0.055, 5.060], [1.229, -1.452, 1.022], [-1.083, -0.467, 2.196], [-0.628, -0.812, 3.831], [-0.795, -2.115, 2.718], [1.309, 0.138, 2.306], [3.003, -1.577, 3.148], [1.683, -2.764, 3.292], [3.340, 0.011, 4.670], [2.292, 0.028, 6.144], [1.737, 0.762, 4.616], [1.668, -2.368, 1.112], [0.329, -1.616, 0.578], [-1.348, -3.786, -0.295], [-0.911, -2.907, -1.473], [-1.923, -3.104, -2.635], [-1.914, -4.412, -3.165], [-2.901, -4.562, -4.146], [-0.925, -1.507, -1.025], [-1.337, -4.842, -0.577], [-2.381, -3.530, -0.042], [-0.720, -3.614, 0.574], [0.104, -3.161, -1.787], [-1.622, -2.352, -3.369], [-2.890, -2.871, -2.174], [-2.813, -5.564, -4.563], [-2.834, -3.831, -4.960], [-3.914, -4.434, -3.742], [-0.789, -0.897, -1.854], [-1.881, -1.248, -0.770]]
}

***

{
  "formula": "C22H26N2O4",
  "method": "the ωB97M-V functional and the def2-TZVPD basis",
  "energy_ha": -1264.433568,
  "e_homo_ev": -8.61,
  "lumo_energy_ev": 0.72,
  "spin_multiplicity": 1,
  "charge": 0,
  "orbital_gap_ev": 9.330,
  "symbols": ["C", "O", "C", "C", "C", "C", "C", "C", "N", "C", "C", "C", "O", "N", "C", "C", "O", "C", "C", "C", "C", "C", "C", "C", "C", "C", "O", "C", "H", "H", "H", "H", "H", "H", "H", "H", "H", "H", "H", "H", "H", "H", "H", "H", "H", "H", "H", "H", "H", "H", "H", "H", "H", "H"],
  "positions_angstrom": [[-7.470, -0.592, -0.899], [-6.096, -0.803, -1.120], [-5.215, 0.141, -0.689], [-5.558, 1.310, -0.020], [-4.562, 2.195, 0.367], [-3.235, 1.932, 0.097], [-2.884, 0.763, -0.572], [-1.431, 0.463, -0.832], [-0.706, 0.296, 0.414], [-1.065, -0.799, 1.283], [0.178, -1.520, 1.834], [0.767, -2.495, 0.811], [0.969, -3.664, 1.060], [1.020, -1.931, -0.391], [1.863, -2.549, -1.386], [3.267, -1.935, -1.310], [3.085, -0.533, -1.320], [4.124, 0.279, -0.954], [5.445, -0.136, -0.847], [6.420, 0.775, -0.474], [6.092, 2.091, -0.208], [4.771, 2.501, -0.315], [3.789, 1.605, -0.683], [1.258, -0.504, 2.260], [0.736, 0.933, 2.210], [0.169, 1.237, 0.840], [0.489, 2.200, 0.170], [-3.870, -0.126, -0.953], [-7.822, 0.318, -1.396], [-7.702, -0.536, 0.169], [-7.973, -1.455, -1.331], [-6.586, 1.544, 0.202], [-4.838, 3.102, 0.884], [-2.465, 2.628, 0.394], [-0.958, 1.303, -1.351], [-1.330, -0.443, -1.437], [-1.667, -0.432, 2.125], [-1.682, -1.500, 0.718], [-0.133, -2.124, 2.690], [0.957, -0.927, -0.476], [1.434, -2.369, -2.375], [1.905, -3.620, -1.185], [3.755, -2.248, -0.377], [3.875, -2.264, -2.162], [5.725, -1.157, -1.057], [7.445, 0.445, -0.394], [6.858, 2.793, 0.083], [4.502, 3.525, -0.105], [2.757, 1.911, -0.757], [1.608, -0.729, 3.268], [2.124, -0.575, 1.597], [-0.051, 1.075, 2.955], [1.540, 1.639, 2.417], [-3.628, -1.040, -1.474]]
}

***

{
  "formula": "C29H77N3O11",
  "method": "the ωB97M-V functional and the def2-TZVPD basis",
  "energy_ha": -2142.511275,
  "e_homo_ev": [-10.34, -10.34],
  "lumo_energy_ev": [-2.80, -7.05],
  "spin_multiplicity": 2,
  "charge": 1,
  "orbital_gap_ev": [7.542, 3.289],
  "s2": 0.75,
  "symbols": ["C", "O", "H", "H", "H", "H", "C", "O", "H", "H", "H", "H", "O", "H", "H", "O", "H", "H", "O", "H", "H", "O", "H", "H", "O", "H", "H", "O", "H", "H", "C", "C", "C", "C", "C", "C", "N", "O", "C", "C", "C", "H", "H", "H", "H", "H", "H", "H", "H", "H", "H", "H", "H", "H", "H", "H", "H", "H", "H", "H", "C", "C", "C", "C", "C", "C", "N", "O", "C", "C", "C", "H", "H", "H", "H", "H", "H", "H", "H", "H", "H", "H", "H", "H", "H", "H", "H", "H", "H", "H", "C", "C", "C", "C", "C", "C", "N", "O", "C", "C", "C", "H", "H", "H", "H", "H", "H", "H", "H", "H", "H", "H", "H", "H", "H", "H", "H", "H", "H", "H"],
  "positions_angstrom": [[2.738, 2.515, -1.729], [3.663, 1.887, -2.649], [1.729, 2.309, -2.086], [2.771, 2.257, -0.670], [2.814, 3.600, -1.648], [3.159, 1.471, -3.352], [5.224, 1.730, 0.629], [5.783, 1.423, -0.617], [4.630, 0.883, 0.972], [5.931, 2.007, 1.411], [4.511, 2.553, 0.564], [5.113, 1.556, -1.292], [2.952, 5.741, 0.192], [3.304, 5.262, 0.942], [3.721, 5.980, -0.324], [-1.683, 6.976, -1.679], [-2.325, 7.100, -0.979], [-0.878, 6.728, -1.224], [-1.483, 4.123, 5.148], [-0.690, 4.644, 5.274], [-1.500, 3.527, 5.897], [-1.571, 2.267, 7.234], [-1.346, 1.572, 6.615], [-0.954, 2.153, 7.957], [-0.075, 6.058, 3.264], [0.260, 5.716, 2.435], [-0.853, 5.530, 3.444], [0.544, 6.799, -0.040], [0.695, 7.735, -0.166], [1.416, 6.432, 0.106], [0.728, 0.636, -6.596], [1.183, 1.208, -5.290], [-0.090, 1.043, -4.341], [-0.371, -0.284, -3.673], [0.935, -0.917, -3.215], [2.058, -0.996, -4.219], [2.315, 0.375, -4.797], [3.395, 0.416, -5.650], [3.291, -1.311, -3.344], [1.756, -2.132, -5.177], [1.570, 2.673, -5.339], [0.121, 1.274, -7.239], [0.006, -0.173, -6.483], [1.465, 0.182, -7.258], [0.053, 1.585, -3.406], [-1.034, 1.340, -4.798], [-0.733, -0.979, -4.430], [-1.140, -0.281, -2.900], [0.703, -1.954, -2.974], [1.105, -0.452, -2.244], [3.276, -2.323, -2.940], [4.237, -1.390, -3.880], [3.531, -0.496, -2.662], [2.116, -3.114, -4.870], [0.711, -2.233, -5.467], [2.380, -1.902, -6.040], [2.450, 2.947, -5.920], [1.944, 2.976, -4.361], [0.764, 3.302, -5.719], [3.124, -0.076, -6.428], [-0.939, 3.333, -0.606], [-1.258, 2.358, 0.543], [-1.512, 1.021, -0.225], [-1.643, -0.174, 0.717], [-0.324, -0.354, 1.464], [0.165, 0.914, 2.145], [0.008, 2.020, 1.278], [0.387, 3.176, 1.918], [-0.619, 1.012, 3.454], [1.691, 0.709, 2.597], [-2.483, 2.866, 1.387], [-0.844, 4.210, 0.034], [-1.824, 3.523, -1.214], [-0.069, 3.080, -1.212], [-2.454, 1.033, -0.775], [-0.670, 0.881, -0.902], [-1.699, -1.138, 0.212], [-2.516, 0.053, 1.329], [0.494, -0.762, 0.870], [-0.504, -1.168, 2.166], [-0.390, 1.953, 3.953], [-1.695, 1.057, 3.285], [-0.206, 0.271, 4.138], [2.269, 0.338, 1.751], [2.081, 1.600, 3.091], [1.806, -0.040, 3.380], [-2.142, 3.626, 2.090], [-2.974, 2.033, 1.889], [-3.292, 3.291, 0.791], [1.003, 3.518, 1.265], [-0.501, -7.126, 3.451], [-1.245, -5.854, 2.812], [-0.623, -5.597, 1.369], [-1.503, -4.708, 0.419], [-2.974, -5.192, 0.406], [-3.554, -5.156, 1.901], [-2.699, -5.973, 2.801], [-3.203, -6.151, 4.122], [-3.744, -3.703, 2.479], [-4.905, -5.891, 1.822], [-0.906, -4.639, 3.712], [-0.584, -7.090, 4.537], [0.504, -7.105, 3.030], [-1.044, -8.013, 3.122], [0.334, -5.079, 1.437], [-0.518, -6.505, 0.776], [-1.118, -4.694, -0.600], [-1.572, -3.656, 0.697], [-2.949, -6.253, 0.160], [-3.544, -4.777, -0.426], [-3.837, -3.738, 3.565], [-2.992, -2.977, 2.173], [-4.692, -3.354, 2.070], [-5.519, -5.823, 2.720], [-5.557, -5.536, 1.024], [-4.756, -6.953, 1.626], [-1.073, -3.666, 3.251], [0.157, -4.671, 3.951], [-1.318, -4.746, 4.716], [-3.361, -7.098, 4.098]]
}